Record 1
Density functional theory data (ωB97M-V with the def2-TZVPD basis set) for a structure of composition C34H50BeBr2ClFMgN2O13S2 in a non-equilibrium geometry.

Structure (XYZ):
```
107
Properties=species:S:1:pos:R:3:forces:R:3
C -5.4269 -5.9253 -5.7608 1.7 0.2 -0.8
C -4.2450 -4.7518 -5.6177 -3.1 0.6 -0.1
O -3.0848 -5.2650 -6.3723 4.1 1.0 3.1
C -1.8078 -4.8973 -5.7415 1.8 1.3 0.1
C -1.0904 -5.7164 -4.4862 0.6 2.9 -2.1
N 0.2661 -5.2613 -3.9410 -1.8 3.5 -3.9
S 1.0696 -6.0674 -2.5702 0.2 0.3 1.1
C 0.8795 -4.7716 -1.1809 -0.5 2.0 -0.4
C 2.1741 -4.7024 -0.1773 1.3 -3.8 6.0
O 2.1878 -5.5826 0.8535 -0.1 5.2 -7.1
O 3.3067 -3.7679 -0.2634 -4.5 -1.4 0.0
C 2.8735 -2.3712 -0.4215 -0.3 2.4 -0.5
C 3.4297 -1.3604 0.7814 1.3 0.5 -2.4
C 3.0788 0.2157 0.3951 0.4 0.1 -0.8
O 2.9934 -1.7550 2.1298 -3.9 2.6 0.3
C 1.7479 -1.0862 2.5359 1.3 2.0 2.0
O 1.8255 -0.2439 3.6026 -0.6 -5.1 -3.6
C 0.2819 -1.2242 1.8041 0.2 1.2 0.6
S -0.2651 -3.0247 2.0346 -0.4 0.9 0.0
C 1.0358 -4.0451 -4.4953 -3.4 0.4 -2.8
C 0.4360 -3.1412 -5.7270 -2.2 -4.0 1.9
C -1.0139 -3.5849 -6.3578 2.1 -1.1 2.1
C -1.5906 -2.6430 -7.6027 -5.2 1.7 -2.3
O -2.8890 -2.4826 -7.8875 8.9 -1.3 2.4
O -0.5260 -1.9640 -8.4118 -2.5 -1.1 3.1
H -6.4421 -5.6125 -5.2616 2.2 -0.7 -1.0
H -4.9518 -6.9050 -5.3252 -1.3 1.8 -0.6
H -5.5205 -6.1053 -6.9364 -0.1 0.4 2.7
H -4.0205 -4.4724 -4.5027 -0.1 -0.7 -2.2
H -4.6447 -3.7948 -6.2024 1.1 -1.9 1.4
H -1.6196 -6.6565 -4.0044 1.4 2.2 -1.0
H -0.1394 -5.0277 -0.6537 2.4 0.7 -0.5
H 0.7605 -3.7211 -1.7352 0.2 -2.3 1.2
H 1.7146 -2.2090 -0.4579 2.0 -0.8 0.2
H 3.3046 -1.9704 -1.4570 -0.5 -0.6 2.2
H 4.6044 -1.4408 0.7604 -2.4 -0.1 0.4
H 3.2066 0.9542 1.3147 -0.5 -1.8 -1.8
H 3.8521 0.6074 -0.4256 -1.6 -1.2 1.8
H 2.0165 0.3034 -0.1187 2.1 -0.1 1.3
H -0.4516 -0.4578 2.3500 1.8 -1.8 -1.0
H 0.3069 -0.8865 0.6705 0.2 -1.0 2.4
H -1.2670 -2.9491 3.0168 1.1 0.5 -0.9
H 2.0734 -3.7431 -4.0393 -2.3 -1.1 -0.7
H 1.0488 -2.2290 -6.1299 -1.4 -2.0 0.8
H -0.6921 -0.9763 -8.4366 -0.4 -1.5 -0.1
C 3.9767 3.1142 5.4922 -0.2 -0.1 -0.2
C 3.1049 2.6442 4.5104 0.3 -0.1 0.4
C 2.6231 3.5122 3.5310 0.0 0.1 0.0
C 3.0214 4.8494 3.5276 0.2 0.2 0.2
C 3.8961 5.3184 4.5072 -0.3 0.0 -0.4
C 4.3706 4.4525 5.4921 0.0 -0.2 0.0
H 4.3493 2.4382 6.2573 -0.1 0.1 -0.1
H 2.8001 1.6007 4.5090 0.1 0.3 0.0
H 1.9386 3.1473 2.7701 0.0 0.1 0.1
H 2.6498 5.5248 2.7616 0.0 -0.1 0.2
H 4.2076 6.3601 4.5035 -0.1 -0.2 0.0
H 5.0477 4.8196 6.2584 -0.1 -0.1 -0.1
Cl 0.8527 -1.8054 4.9887 0.6 1.2 -0.5
Be 1.0493 -7.9587 -1.0340 0.2 -0.1 -0.1
Br -1.9995 -0.8578 7.9907 0.1 0.0 -0.1
C -2.7678 0.5075 6.8292 0.1 0.0 0.1
C -3.6353 -0.1108 5.7580 -0.4 0.2 0.1
Br -2.5522 -0.8966 4.3388 -0.1 -0.1 -0.1
H -1.9344 1.0923 6.4293 -0.3 -0.1 0.0
H -3.3652 1.1405 7.4916 0.0 -0.1 -0.2
H -4.2408 0.6537 5.2628 0.3 -0.2 0.1
H -4.2918 -0.9006 6.1331 0.3 0.1 -0.1
C -5.6333 5.8352 7.4508 0.1 -0.1 0.0
C -6.6647 5.3878 6.6236 0.3 -0.1 0.0
C -6.3999 4.4603 5.6142 0.0 -0.2 -0.1
C -5.0934 3.9818 5.4441 -0.3 0.7 0.7
C -4.0546 4.4351 6.2681 -0.1 -0.1 0.0
C -4.3311 5.3649 7.2724 -0.3 0.0 -0.2
N -4.8134 2.9875 4.4013 0.1 -0.5 -0.8
O -5.7554 2.6257 3.6805 1.3 0.3 0.9
O -3.6528 2.5639 4.3040 -1.6 0.5 0.0
H -5.8457 6.5542 8.2401 0.0 -0.1 -0.2
H -7.6767 5.7601 6.7679 0.2 -0.1 -0.1
H -7.2146 4.1215 4.9780 0.3 0.0 0.0
H -3.0351 4.0758 6.1440 0.2 -0.1 -0.2
H -3.5321 5.7206 7.9192 -0.1 -0.1 -0.2
F -1.1338 4.1375 5.5419 -0.1 -0.1 0.0
O 5.0658 -0.9251 -2.1389 -1.0 0.9 0.8
H 5.4559 -1.5747 -2.6949 0.8 -1.0 -1.0
C -8.0126 5.3056 1.8257 -0.1 -0.1 -0.1
O -8.8824 4.9710 2.8915 -0.4 -0.4 0.2
H -7.3666 6.1290 2.1394 -0.2 -0.1 0.0
H -7.3972 4.4394 1.5707 0.2 0.1 -0.2
H -8.6003 5.6165 0.9584 0.2 0.1 -0.1
H -9.4427 4.2384 2.5839 0.3 0.4 0.3
C 5.3718 1.2155 -7.6219 0.2 0.3 -0.2
O 6.0108 2.1986 -6.8138 -0.5 -0.4 0.6
C 5.3298 2.4134 -5.5718 0.5 0.0 -0.4
C 5.9526 1.5964 -4.4298 -0.3 0.0 0.1
O 5.8313 0.1905 -4.6560 0.1 0.3 -0.1
C 7.0009 -0.3752 -5.2396 0.0 -0.2 0.1
H 6.1015 0.8468 -8.3474 -0.1 0.1 0.1
H 5.0013 0.3662 -7.0427 0.0 0.1 0.1
H 4.5382 1.6731 -8.1640 0.0 -0.1 0.0
H 4.2590 2.1959 -5.6782 0.1 -0.1 0.1
H 5.4320 3.4777 -5.3328 0.0 -0.1 0.1
H 5.4089 1.8218 -3.5043 0.1 -0.1 -0.2
H 7.0023 1.8723 -4.2749 -0.1 0.0 -0.1
H 7.7452 -0.5683 -4.4597 0.0 0.1 -0.1
H 7.4400 0.2721 -6.0055 -0.1 0.1 0.1
H 6.7264 -1.3238 -5.7062 -0.1 0.1 0.1
Mg 0.9777 -10.0182 -2.7939 0.0 0.1 0.3
```
Positions in Å, forces in eV/Å.

Relative energy (zero: lowest compared OMol25 entry of this formula, charge and spin) (kJ/mol): 1584.4
Largest force on an atom (eV/Å): 9.359
LUMO level (eV): -10.02
E (Ha): -9130.56392
Charge: +2

Mulliken atomic charge list, values in e, 8 entries:
1 C -0.883
2 C -0.261
3 O -0.292
4 C 0.032
5 C 0.044
6 N 0.004
7 S -0.074
8 C -0.537

---

Record 2
Density functional theory data (ωB97M-V with the def2-TZVPD basis set) for a cluster of 9 separate species, C26H58N2O25S4 in total in a non-equilibrium geometry.

Structure (XYZ):
```
115
Properties=species:S:1:pos:R:3:forces:R:3
C 0.3200 -1.3070 1.0356 3.1 -1.4 -6.7
N -0.9120 -1.4130 0.1256 2.3 -3.0 1.4
C -0.7290 -2.8650 -0.5044 0.4 6.4 -5.8
C -2.2230 -1.3850 0.8926 8.6 -2.9 4.4
C -0.9710 -0.3340 -0.8904 -1.1 0.7 -1.8
C -1.3480 1.0760 -0.4534 4.5 0.4 -1.3
O -1.5120 2.0640 -1.4804 0.5 -2.9 -1.6
H 0.2290 -0.5050 1.5196 -1.0 6.7 4.0
H 1.3170 -1.0250 0.3556 -2.8 -1.0 1.2
H 0.6820 -1.9680 1.7546 -0.7 -2.4 0.7
H -1.7210 -3.1040 -0.6014 -2.5 -0.7 -1.8
H -0.4340 -3.6440 0.0196 2.7 -2.7 3.5
H -0.0730 -2.6650 -1.5644 -2.2 -0.9 3.1
H -2.3110 -2.2790 1.4456 0.2 -1.2 0.7
H -2.8820 -1.3680 0.2756 -8.1 0.8 -7.3
H -2.1370 -0.6480 1.5516 -0.3 3.5 2.6
H -1.6330 -0.6350 -1.6654 -1.7 -0.8 -0.2
H -0.1690 -0.2400 -1.5744 2.2 -0.2 0.3
H -0.5270 1.3850 0.1786 0.2 0.5 0.5
H -2.1700 1.1700 0.0586 -4.6 -0.4 3.3
H -1.6760 2.8560 -0.9944 0.3 1.7 0.8
N -0.4370 4.4100 0.8606 1.0 3.3 6.0
O -0.0560 3.3990 1.4556 0.5 -1.3 -0.6
O -0.2480 5.5480 1.4856 -0.1 -1.8 -1.9
O -1.1270 4.3780 -0.1124 -1.9 -0.3 -3.5
O 2.6390 -0.4360 -2.4834 -0.2 -0.4 0.4
S 2.0520 -1.1520 -3.5754 -2.1 4.6 1.2
O 1.3220 -2.3420 -3.3054 0.4 -1.2 -0.6
O 0.8780 -0.0570 -4.1474 2.8 -0.6 1.0
C 0.1100 -0.5010 -5.2604 0.8 -3.4 0.4
C -1.0190 0.4320 -5.5014 -0.9 1.1 -4.5
C 3.3020 -1.1940 -4.7584 4.6 0.5 0.4
H -0.1900 -1.5290 -4.9104 -0.8 0.9 -0.5
H 0.8290 -0.8270 -6.0544 -0.8 1.2 -0.2
H -1.9210 -0.0560 -6.0114 1.4 0.3 0.9
H -0.8230 1.3500 -6.2094 0.3 -1.8 1.2
H -1.3450 0.8970 -4.6384 -0.7 0.5 2.1
H 2.8650 -1.3460 -5.7224 0.3 -0.7 -0.7
H 4.0410 -2.0070 -4.2904 -1.8 1.2 -1.6
H 4.1270 -0.2260 -4.8404 -3.2 -2.3 0.7
O -0.3500 -1.0480 3.9126 -0.1 0.2 0.4
S -0.0700 -0.5960 5.2456 2.8 0.5 1.3
O -0.9020 -0.7860 6.3636 -2.2 -0.6 0.5
O 1.3330 -1.3080 5.7836 -0.6 1.6 -0.5
C 1.4220 -2.6790 5.6206 0.2 -4.2 -2.2
C 2.9230 -3.1570 5.5816 -2.2 -3.9 2.8
C 0.3240 1.1690 5.3116 2.6 -2.9 3.6
H 0.8870 -3.0220 4.6296 1.2 0.9 1.5
H 0.9450 -3.4230 6.3496 0.1 1.9 -0.1
H 3.2990 -3.2370 6.6976 -0.4 0.7 -2.3
H 3.5330 -2.5940 4.9336 0.8 0.4 -0.7
H 2.8350 -4.3620 5.2876 0.5 3.4 0.3
H -0.5580 1.5340 5.0516 -3.7 2.3 -1.4
H 1.1460 1.3980 4.7666 2.0 0.7 -2.7
H 0.6710 1.5210 6.3286 -1.0 -1.0 -0.7
O 4.4690 2.1060 2.6346 -1.6 -1.6 -0.1
S 4.1560 0.7130 2.3086 6.8 5.5 1.8
O 2.9050 0.2220 2.1106 -5.7 -1.9 -1.1
O 5.1000 0.4650 1.0656 0.1 -0.6 -0.2
C 4.6020 1.1290 -0.0774 -3.9 -3.1 -1.3
C 5.5070 1.0160 -1.1844 -1.7 -6.2 -0.2
C 4.9960 -0.2350 3.4366 -1.1 -2.2 -5.0
H 4.3670 2.1220 0.0326 -0.8 2.4 1.3
H 3.5810 0.5260 -0.4124 2.3 1.6 1.0
H 4.9580 1.0770 -2.0644 -1.4 0.1 -1.7
H 5.8210 -0.0770 -1.1554 0.6 1.4 -0.3
H 6.1710 1.7090 -1.3074 4.7 3.7 0.1
H 5.9760 -0.0830 3.4016 4.2 0.4 -0.9
H 4.7000 -1.2320 3.3586 -0.1 -1.9 -0.7
H 4.7930 -0.0470 4.3346 -2.5 2.4 7.3
O -5.4680 -0.3130 0.1676 0.7 0.7 0.9
S -5.3560 -0.2920 -1.2434 -1.7 -3.7 -1.5
O -4.3420 -1.0860 -1.9304 0.4 1.4 1.0
O -6.7380 -1.0620 -1.7754 0.6 1.0 -0.5
C -6.7110 -2.5220 -1.5584 1.9 1.1 1.8
C -8.1410 -2.9430 -1.2444 -1.3 -4.2 -1.4
C -5.4840 1.2760 -2.0214 2.5 -0.7 2.4
H -5.9920 -2.6070 -0.7114 -0.9 -0.4 0.0
H -6.1100 -3.0940 -2.3474 -1.6 0.9 0.4
H -8.5080 -3.2280 -2.3104 -0.1 0.4 1.8
H -8.9750 -2.3390 -0.7844 1.8 0.1 -0.3
H -8.1710 -4.0330 -0.6404 0.3 2.9 -1.6
H -5.4540 0.9080 -2.9694 0.6 -0.1 -3.2
H -4.6210 1.8670 -1.6384 -0.5 -0.4 -0.7
H -6.3800 1.7340 -1.8704 -2.5 1.2 0.9
C 1.2200 3.1150 -3.7254 1.7 1.9 -0.6
C 2.0720 3.3460 -2.5274 1.9 1.6 -4.4
O 2.7040 4.6090 -2.8484 0.0 -0.2 0.4
C 2.0830 5.1790 -3.8964 1.3 5.1 -1.4
O 2.2970 6.3680 -4.2884 -0.8 -5.0 1.6
O 1.2610 4.3360 -4.5014 -0.4 0.3 0.7
H 0.2580 2.8180 -3.6424 -3.1 -0.6 1.2
H 1.6370 2.4860 -4.3684 1.9 -3.3 -2.6
H 2.6970 2.6430 -2.0904 2.2 -1.7 -0.7
H 1.4840 3.4070 -1.7884 -4.8 1.9 5.9
C 3.9880 -3.2060 0.1516 -7.7 2.8 1.2
C 3.0340 -4.1210 -0.6044 -3.5 3.1 1.2
O 2.4590 -4.7920 0.4796 -2.2 -1.8 -1.2
C 2.7920 -4.2940 1.6176 -3.5 -4.8 8.7
O 2.3400 -4.7530 2.7626 1.4 2.1 -5.5
O 3.7270 -3.4560 1.6056 2.5 3.1 -2.8
H 3.5360 -2.2560 -0.1624 1.5 0.7 0.8
H 4.8890 -3.4340 -0.0304 6.9 -0.9 -1.3
H 3.5810 -4.7500 -1.1324 2.0 -3.2 -2.8
H 2.1400 -3.6360 -1.2814 2.5 -0.9 1.7
C -3.5150 4.5570 2.7536 -0.5 0.3 1.0
C -4.2400 4.1050 1.4776 -1.3 -0.1 1.8
O -3.9780 2.6480 1.5196 -1.4 2.0 -1.6
C -3.4790 2.3210 2.6926 0.2 4.9 0.1
O -3.2210 1.2700 3.0296 1.2 -6.7 1.5
O -3.1840 3.3870 3.4666 -1.5 -1.1 0.1
H -4.0580 5.2440 3.3836 -0.9 -0.1 0.2
H -2.5640 4.9560 2.7876 2.0 1.8 -1.8
H -3.7700 4.5350 0.6126 -0.2 0.0 -0.6
H -5.4030 4.3720 1.6166 2.6 -1.0 -0.8
```
Positions in Å, forces in eV/Å.

Relative energy (zero: lowest compared OMol25 entry of this formula, charge and spin) (kJ/mol): 281.0
Largest force on an atom (eV/Å): 10.927
LUMO level (eV): -0.72
E (Ha): -4607.95830

Mulliken atomic charge list, values in e, 8 entries:
1 C -2.629
2 N 1.589
3 C -0.823
4 C -2.829
5 C -0.707
6 C -1.143
7 O -0.501
8 H 1.167

---

Record 3
Density functional theory data (ωB97M-V with the def2-TZVPD basis set) for a cluster of 2 separate species, C22H30NOSi in total in a non-equilibrium geometry.

Structure (XYZ):
```
55
Properties=species:S:1:pos:R:3:forces:R:3
C 1.3277 0.3671 3.3025 0.0 -0.1 0.2
C 0.1406 -0.0616 2.4445 -0.1 0.0 -0.4
C -0.6653 1.1124 1.9573 0.0 0.3 -1.0
C -0.3702 1.8358 0.8518 0.2 -1.0 1.0
C -1.0695 3.0979 0.5177 -0.4 0.6 -0.4
O -1.7299 1.4776 2.7089 -0.5 -0.3 0.1
Si -3.2869 0.7418 2.6353 1.0 0.8 0.5
C -3.5500 0.0300 4.3346 -0.2 -0.2 0.0
C -4.4227 2.1802 2.3159 -0.2 -0.1 -0.1
C -3.2814 -0.5405 1.2884 -0.1 -0.2 -0.3
H 1.9034 -0.5090 3.6112 0.0 0.1 0.0
H 1.9911 1.0338 2.7459 -0.1 0.0 0.1
H 0.9830 0.8846 4.2020 0.1 0.0 -0.1
H 0.4970 -0.5936 1.5536 0.0 -0.1 0.2
H -0.5073 -0.7379 3.0156 0.1 0.1 -0.2
H 0.4812 1.5239 0.2526 0.1 0.0 0.2
H -0.6547 3.5028 -0.4142 -0.2 0.1 0.2
H -2.1548 2.9566 0.3816 0.4 0.1 0.0
H -0.9450 3.8642 1.3037 0.0 -0.3 -0.3
H -4.5215 -0.4783 4.3983 0.2 0.1 0.1
H -2.7666 -0.6927 4.5962 -0.2 0.1 -0.1
H -3.5303 0.8281 5.0875 0.0 -0.1 -0.2
H -5.4624 1.8419 2.2180 0.1 0.1 0.0
H -4.3731 2.8890 3.1523 0.0 -0.2 -0.1
H -4.1513 2.7243 1.4028 -0.1 -0.2 0.2
H -4.2803 -0.9929 1.2004 0.2 0.1 0.0
H -3.0216 -0.1117 0.3109 -0.1 0.0 0.2
H -2.5673 -1.3491 1.4957 -0.1 0.2 0.0
C 0.8278 2.1614 -2.6245 -0.8 0.9 0.3
C 0.3418 0.7918 -2.3945 2.0 -1.8 -1.5
N 1.1588 -0.2600 -2.4010 -1.5 2.2 0.5
C 0.7044 -1.6050 -2.4509 0.3 -1.5 0.1
C -0.5766 -2.0604 -2.6733 -0.1 -0.3 0.0
C -0.7826 -3.4527 -2.6923 0.5 0.2 0.1
C 0.2949 -4.3366 -2.4833 -0.2 0.4 0.0
C 1.5976 -3.8543 -2.2850 -0.1 0.4 0.0
C 1.8077 -2.4726 -2.2819 -1.3 -0.4 -0.1
C 2.9855 -1.6482 -2.1317 0.7 0.9 0.2
C 2.5784 -0.2901 -2.2296 1.0 -0.8 0.1
C 3.4932 0.7440 -2.1483 0.2 0.2 0.0
C 4.8446 0.4221 -1.9238 -0.3 -0.3 0.0
C 5.2539 -0.9143 -1.7951 -0.3 0.3 -0.1
C 4.3272 -1.9603 -1.9088 -0.4 0.3 -0.1
H -0.0446 2.7787 -2.8802 0.3 -0.1 0.1
H 1.2694 2.6027 -1.7232 0.0 -0.1 -0.1
H 1.5541 2.2315 -3.4418 -0.1 -0.3 0.1
H -0.7077 0.5665 -2.5502 0.1 -0.1 0.5
H -1.3804 -1.3459 -2.8391 -0.1 -0.4 0.0
H -1.7847 -3.8470 -2.8684 0.3 0.1 0.1
H 0.1044 -5.4122 -2.4760 0.1 0.4 0.0
H 2.4448 -4.5255 -2.1271 -0.4 0.1 -0.1
H 3.1661 1.7708 -2.2693 0.4 -0.2 0.2
H 5.5778 1.2268 -1.8494 -0.3 -0.3 0.0
H 6.3056 -1.1322 -1.6039 -0.3 0.0 -0.1
H 4.6269 -3.0037 -1.8183 0.0 0.3 0.0
```
Positions in Å, forces in eV/Å.

Relative energy (zero: lowest compared OMol25 entry of this formula, charge and spin) (kJ/mol): 0.0
Largest force on an atom (eV/Å): 3.110
LUMO level (eV): -4.96
E (Ha): -1275.61224
Charge: +1

Mulliken atomic charge list, values in e, 8 entries:
1 C -1.252
2 C -0.440
3 C 0.369
4 C 0.137
5 C -1.246
6 O -0.522
7 Si 0.248
8 C -0.989

---

Record 4
Density functional theory data (ωB97M-V with the def2-TZVPD basis set) for the molecule C11H14OSe in a non-equilibrium geometry.

Structure (XYZ):
```
27
Properties=species:S:1:pos:R:3:forces:R:3
C -0.2275 3.6707 1.9157 -1.4 1.2 -3.5
C -1.0629 3.6294 0.4811 0.0 -2.4 2.8
C -0.1725 2.9402 -0.5431 -2.4 -0.4 -1.0
C -0.2124 1.4461 -0.2151 0.5 1.3 -1.0
O -1.2161 0.8880 0.1022 -0.6 -0.5 0.5
Se 1.4614 0.5965 -0.3807 0.8 -0.2 0.6
C 0.9953 -0.8759 0.8476 2.0 -0.9 -0.1
C 0.5989 -2.0581 -0.0413 1.8 1.0 1.8
C 1.5332 -2.9732 -0.4728 1.8 0.6 -0.1
C 1.1286 -4.0004 -1.3456 -0.3 1.2 1.9
C -0.1983 -4.1285 -1.6339 -3.3 -0.1 -0.8
C -1.1575 -3.1896 -1.2107 1.1 0.3 0.0
C -0.6777 -2.1742 -0.3993 -3.5 -0.6 -0.4
H -0.8011 4.1486 2.6810 -0.2 0.2 0.5
H 0.6740 4.1947 1.6600 0.4 0.8 0.3
H 0.1046 2.7219 2.1668 0.2 -2.0 0.7
H -1.2771 4.6516 0.2268 -0.6 0.2 -0.2
H -1.9527 2.8609 0.6270 1.3 2.4 -0.3
H 0.7778 3.3582 -0.5445 2.0 0.4 0.1
H -0.5513 3.0998 -1.5922 0.1 -0.4 0.9
H 0.2409 -0.4195 1.5221 0.4 -0.8 -0.4
H 1.9912 -1.1675 1.3847 -1.9 0.8 -0.7
H 2.5996 -2.7310 -0.1013 -1.6 -1.1 -0.9
H 1.7391 -4.8004 -1.5667 1.6 -1.3 -0.7
H -0.7112 -4.9608 -2.1442 1.2 0.1 -0.1
H -2.2201 -3.1742 -1.4978 0.7 -0.5 0.2
H -1.4062 -1.5532 0.0742 -0.3 0.7 -0.1
```
Positions in Å, forces in eV/Å.

Relative energy (zero: lowest compared OMol25 entry of this formula, charge and spin) (kJ/mol): 121.8
Largest force on an atom (eV/Å): 3.964
LUMO level (eV): 0.71
E (Ha): -2904.16391
SMILES: CCCC(=O)[Se]Cc1ccccc1

Mulliken atomic charge list, values in e, 8 entries:
1 C -1.101
2 C -0.469
3 C -0.714
4 C 0.459
5 O -0.510
6 Se 0.063
7 C -1.243
8 C 0.745

---

Question: Number 2 is which compound?
Answer: C26H58N2O25S4